C4H10O2 | ωB97M-V/def2-TZVPD

Geometry (Å):
C 2.2607 0.2386 -0.8044
O 1.2514 0.2698 0.1695
C 0.2366 -0.6756 -0.0563
C -1.0081 -0.2567 0.7226
C -1.4678 1.1299 0.3176
O -2.0688 -1.1580 0.4455
H 2.7799 -0.7321 -0.8301
H 1.8537 0.4404 -1.8078
H 2.9803 1.0191 -0.5485
H 0.5685 -1.6830 0.2568
H -0.0283 -0.7323 -1.1252
H -0.7686 -0.2573 1.7977
H -2.3612 1.4120 0.8813
H -1.7110 1.1455 -0.7511
H -0.6732 1.8559 0.5070
H -1.8439 -2.0163 0.8254

## Properties
Gap between HOMO and LUMO ... 10.8 eV
Energy above the lowest of the compared OMol25 structures with the same formula, charge and spin ... 25.1 kcal/mol
Highest occupied orbital energy ... -9.9257 eV
SMILES ... COC[C@@H](C)O
E_tot ... -308.85808 a.u.

Mulliken atomic charge list, values in e, 5 entries: C -0.712; O -0.302; C -0.591; C 0.390; C -1.299


C6H16N2 | ωB97M-V/def2-TZVPD

Geometry (Å):
H 1.1182 -0.4941 0.0940
N 1.5865 0.2764 0.6977
C 0.9615 0.9685 -0.2122
C -0.5024 0.9168 -0.6077
N -1.2415 -0.0818 0.1392
C -1.4279 0.3461 1.5330
C -2.4902 -0.3988 -0.5155
C -3.1641 -1.6690 0.0078
H 1.5260 1.5607 -0.9713
H -0.6819 0.7367 -1.6733
H -0.9049 1.9330 -0.4299
H -2.2435 -0.2068 1.9716
H -0.5264 0.0981 2.0792
H -1.7021 1.4135 1.5805
H -2.3668 -0.5793 -1.5837
H -3.2537 0.4046 -0.4434
H -3.5883 -1.5839 1.0094
H -3.8573 -2.1009 -0.7054
H -2.3939 -2.4518 0.0886
C 5.0197 0.1827 -0.4373
H 5.5107 0.3778 0.5162
H 3.9524 0.2582 -0.2377
H 5.3304 -0.8126 -0.7165
H 5.3395 0.9060 -1.1832

## Properties
Gap between HOMO and LUMO ... 9.6 eV
Energy above the lowest of the compared OMol25 structures with the same formula, charge and spin ... 85.4 kcal/mol
Highest occupied orbital energy ... -8.7199 eV
SMILES ... [H]/N=C\CN(C)CC.C
E_tot ... -347.58868 a.u.

Mulliken atomic charge list, values in e, 5 entries: H 0.271; N -0.679; C -0.062; C -0.707; N 0.130


C5H8O2 | ωB97M-V/def2-TZVPD

Geometry (Å):
O -0.2345 2.5191 -0.9909
C -0.0836 1.8320 0.0382
C 1.1879 0.9827 0.3616
C 0.5992 -0.4935 0.7923
C -0.8932 -0.9870 0.2451
C -0.8994 -1.0596 -1.3125
O 0.1314 -0.6609 -1.8190
H -1.0239 1.7677 0.6824
H 1.9397 0.8402 -0.4913
H 1.6989 1.5199 1.1609
H 1.0800 -1.2871 0.3215
H 0.9169 -0.7696 1.9019
H -1.1195 -2.0643 0.5864
H -1.7803 -0.3280 0.4866
H -1.5197 -1.8115 -1.9634

## Properties
Gap between HOMO and LUMO (alpha / beta) ... 7.4 / 4.0 eV
2S+1 ... 2
Energy above the lowest of the compared OMol25 structures with the same formula, charge and spin ... 63.5 kcal/mol
Net charge ... +1
Highest occupied orbital energy (alpha / beta) ... -13.8753 / -13.7935 eV
E_tot ... -345.33380 a.u.

Mulliken atomic charge list, values in e, 5 entries: O -0.456; C -0.067; C -0.355; C -0.760; C -0.600


C23H25F3MnNO | ωB97M-V/def2-TZVPD

Geometry (Å):
C 2.1844 0.0755 0.8584
C 2.2258 -0.6265 -0.3681
C 1.8628 0.2653 -1.4024
H 2.4748 -1.6657 -0.4877
C 1.6299 1.5261 -0.8150
C 1.8306 1.4094 0.5714
H 1.2924 2.4074 -1.3293
C -1.2979 -1.5280 1.2292
C -0.2009 -2.2452 0.7237
C -0.2959 -2.2489 -0.6847
H 0.5911 -2.6868 1.3047
C -1.4450 -1.5273 -1.0727
C -2.0617 -1.0879 0.1284
H 1.7981 0.0359 -2.4523
H 1.6594 2.1874 1.2947
H 2.3990 -0.3317 1.8320
H -2.9448 -0.4799 0.1986
H 0.4110 -2.7032 -1.3553
H -1.5021 -1.3167 2.2655
Mn 0.0000 0.0000 0.0000
C -1.9760 -1.3193 -2.4754
C -3.4844 -1.5905 -2.4550
C -1.2936 -2.2693 -3.4545
H -3.6789 -2.6009 -2.0978
H -3.9023 -1.4813 -3.4503
H -3.9970 -0.8994 -1.7875
H -1.4843 -3.3073 -3.1871
H -0.2150 -2.1143 -3.4643
H -1.6731 -2.1052 -4.4569
C -1.6790 0.1369 -2.8565
C -2.2168 0.6589 -4.1714
H -0.5944 0.2773 -2.8631
H -2.0357 0.7980 -2.0676
O -3.1241 0.1447 -4.8169
N -1.6157 1.8017 -4.6157
C -0.4291 2.4320 -4.0844
H -1.9400 2.0967 -5.5232
C 0.8884 1.8543 -4.5503
C 2.0701 2.4781 -4.1538
H 2.0242 3.3494 -3.5121
C 3.2999 1.9877 -4.5596
H 4.2075 2.4839 -4.2426
C 3.3693 0.8551 -5.3621
H 4.3295 0.4677 -5.6748
C 2.1994 0.2230 -5.7516
H 2.2421 -0.6606 -6.3746
C 0.9660 0.7220 -5.3502
H 0.0584 0.2276 -5.6682
H -0.4568 2.4064 -2.9961
H -0.4698 3.4876 -4.3540
F -0.7478 1.5122 2.4218
C -1.0365 1.6213 1.0747
F -2.4054 1.5974 0.9163
F -0.6044 2.8529 0.6200

## Properties
Gap between HOMO and LUMO (alpha / beta) ... 5.7 / 7.4 eV
2S+1 ... 6
Energy above the lowest of the compared OMol25 structures with the same formula, charge and spin ... 0.0 kcal/mol
Net charge ... -1
Highest occupied orbital energy (alpha / beta) ... -2.9035 / -4.5608 eV
E_tot ... -2472.06708 a.u.

Mulliken atomic charge list, values in e, 5 entries: C -0.268; C -1.357; C -0.022; H 0.568; C 0.003


CCl2F3PS | ωB97M-V/def2-TZVPD

Geometry (Å):
F 0.9993 -2.3691 0.6046
C 0.2024 -1.4310 -0.0040
F 1.0444 -0.7752 -0.7865
F -0.7161 -2.0602 -0.7747
S -0.6659 -0.2467 1.0595
P 0.2684 1.6891 -0.2106
Cl 0.2227 2.8550 1.4132
Cl -1.3552 2.3380 -1.3014

## Properties
Gap between HOMO and LUMO ... 8.9 eV
Energy above the lowest of the compared OMol25 structures with the same formula, charge and spin ... 10.6 kcal/mol
Highest occupied orbital energy ... -10.0955 eV
SMILES ... FC(F)(F)SP(Cl)Cl
E_tot ... -1997.67001 a.u.

Mulliken atomic charge list, values in e, 5 entries: F -0.219; C 0.680; F -0.223; F -0.196; S -0.219


H2N2 | ωB97M-V/def2-TZVPD

Geometry (Å):
H 1.1134 0.8208 0.0459
N 0.5810 -0.1166 -0.0118
N -0.5894 -0.1365 0.0108
H -1.0547 0.9506 -0.0390

## Properties
Gap between HOMO and LUMO ... 10.2 eV
Energy above the lowest of the compared OMol25 structures with the same formula, charge and spin ... 11.1 kcal/mol
Highest occupied orbital energy ... -9.0465 eV
SMILES ... [H]/N=N\[H]
E_tot ... -110.62413 a.u.

Let us look at the Mulliken charges, expressed in e, one per atom: H 0.209; N -0.209; N -0.165; H 0.166


Question: What is the E_tot in the third record?
Answer: -345.33380 a.u.